Record 1
C15H31F5O11P2 | wB97M-V/def2-TZVPD

Properties
SMILES string: CCCOC(=O)OCCCC(F)(F)C(F)(F)F.COP(=O)(OC)OC.COP(=O)(OC)OC
LUMO level: -0.22 eV
E_HOMO: -10.0 eV

Geometry as ORCA input:
```
! RIJCOSX wB97M-V def2-TZVPD def2/J DEFGRID3
* xyz 0 1
C 3.591 -1.698 0.133
C 2.770 -2.085 -1.101
C 1.849 -0.975 -1.560
O 2.559 0.285 -1.651
C 1.671 1.294 -1.591
O 1.270 1.825 -2.576
O 1.328 1.689 -0.350
C -0.077 1.791 -0.105
C -0.568 0.709 0.865
C -2.061 0.414 0.678
C -2.351 -0.846 -0.103
F -2.431 -1.932 0.704
F -1.415 -1.089 -1.054
C -3.698 -0.736 -0.865
F -3.519 0.124 -1.882
F -4.668 -0.329 -0.045
F -3.968 -1.917 -1.427
H 4.069 -0.734 0.032
H 4.309 -2.483 0.325
H 2.910 -1.639 0.984
H 2.111 -2.902 -0.799
H 3.389 -2.468 -1.911
H 1.361 -1.198 -2.507
H 1.106 -0.851 -0.774
H -0.221 2.747 0.394
H -0.670 1.835 -1.016
H 0.067 -0.171 0.850
H -0.466 1.136 1.860
H -2.536 0.301 1.649
H -2.537 1.276 0.211
C -9.512 2.943 -3.551
O -8.432 3.904 -3.460
P -7.073 3.556 -2.604
O -6.800 4.742 -1.796
O -6.110 3.481 -3.917
C -6.488 2.683 -5.038
O -6.334 2.344 -1.805
C -6.505 0.976 -2.236
H -10.449 3.464 -3.374
H -9.531 2.509 -4.552
H -9.417 2.140 -2.819
H -6.970 3.310 -5.790
H -7.168 1.873 -4.763
H -5.587 2.246 -5.465
H -5.852 0.769 -3.085
H -7.540 0.782 -2.519
H -6.205 0.323 -1.429
C 5.414 -1.792 5.385
O 5.484 -2.237 4.009
P 6.600 -1.601 2.974
O 5.864 -1.309 1.746
O 7.420 -3.014 2.873
C 7.824 -3.694 4.060
O 7.955 -0.694 2.850
C 8.884 -0.617 3.950
H 4.370 -1.612 5.634
H 5.806 -2.570 6.041
H 5.973 -0.871 5.553
H 7.098 -4.471 4.305
H 7.922 -3.019 4.914
H 8.791 -4.158 3.875
H 9.522 -1.502 3.962
H 8.372 -0.519 4.907
H 9.503 0.262 3.798
*
```

Record 2
C15H31HfNO3P2 | wB97M-V/def2-TZVPD

Properties
LUMO level (alpha / beta): -10.00 / -10.00 eV
E_HOMO (alpha / beta): -12.5 / -12.5 eV

Geometry as ORCA input:
```
! RIJCOSX wB97M-V def2-TZVPD def2/J DEFGRID3
* xyz 2 1
P 0.184 -1.393 -2.846
P 0.026 1.780 -2.736
C -0.209 -0.477 -4.431
C 0.294 0.970 -4.404
H -1.303 -0.514 -4.552
H 0.254 -1.033 -5.259
H 1.376 1.019 -4.606
H -0.230 1.578 -5.155
C -1.567 2.631 -3.103
H -1.773 3.331 -2.283
H -2.374 1.889 -3.153
H -1.500 3.180 -4.053
C 1.155 3.211 -2.966
H 0.949 3.729 -3.913
H 2.190 2.846 -2.954
H 1.005 3.899 -2.124
C -0.956 -2.813 -3.087
H -0.741 -3.554 -2.305
H -0.820 -3.265 -4.079
H -1.987 -2.456 -2.972
C 1.746 -2.207 -3.388
H 2.545 -1.457 -3.448
H 1.609 -2.692 -4.364
H 2.014 -2.958 -2.633
Hf -0.008 0.033 4.009
C 0.688 1.541 2.306
C -0.709 1.478 2.221
C -1.482 0.748 1.127
C -1.861 -0.701 1.472
C -0.827 -1.446 2.286
C 0.545 -1.383 2.065
C 1.212 -0.588 0.960
C 1.635 0.840 1.345
C 0.159 -1.884 5.181
H 1.130 2.423 2.785
H -1.297 2.285 2.675
H -0.956 0.787 0.158
H -2.420 1.307 0.955
H -2.807 -0.689 2.038
H -2.087 -1.256 0.544
H -1.224 -2.320 2.812
H 1.188 -2.168 2.478
H 0.593 -0.568 0.050
H 2.120 -1.137 0.654
H 2.640 0.796 1.801
H 1.762 1.443 0.426
H 0.939 -1.811 5.966
H 0.382 -2.815 4.632
H -0.800 -2.045 5.711
O -1.102 -0.102 7.613
N -0.086 0.404 7.246
O 1.012 0.558 7.690
O -0.223 1.027 5.611
*
```

Record 3
C15H31INOS4Si3Zr | wB97M-V/def2-TZVPD

Properties
LUMO level: -3.97 eV
E_HOMO: -11.1 eV

Geometry as ORCA input:
```
! RIJCOSX wB97M-V def2-TZVPD def2/J DEFGRID3
* xyz 1 1
Zr -0.753 0.181 0.052
S -1.253 2.436 -0.997
S 0.553 2.586 -1.994
S 1.946 2.018 -0.581
S 1.761 -0.025 -0.535
C 0.730 -2.815 0.875
O -0.368 -1.905 0.692
Si -2.022 -2.462 0.864
C -2.219 -2.934 2.676
C -2.137 -4.056 -0.122
C -2.711 -0.854 0.226
Si -3.787 0.136 1.432
C -4.152 1.892 0.844
C -5.410 -0.746 1.793
C -2.815 0.392 3.058
Si -3.115 -0.891 -1.629
C -4.142 -2.361 -2.208
C -1.330 -0.926 -2.390
C -4.010 0.605 -2.339
H 0.680 -3.261 1.870
H 1.668 -2.278 0.761
H 0.684 -3.609 0.130
H -1.926 -3.975 2.819
H -3.259 -2.844 2.998
H -1.619 -2.321 3.350
H -1.512 -4.824 0.336
H -1.824 -3.939 -1.161
H -3.162 -4.432 -0.119
H -4.779 1.921 -0.048
H -3.242 2.452 0.629
H -4.684 2.431 1.632
H -6.037 -0.760 0.898
H -5.968 -0.237 2.581
H -5.255 -1.782 2.103
H -2.491 1.430 3.155
H -1.945 -0.254 3.156
H -3.459 0.178 3.914
H -3.683 -3.332 -2.033
H -4.346 -2.277 -3.277
H -5.106 -2.350 -1.691
H -0.654 -1.639 -1.900
H -0.869 0.077 -2.391
H -1.366 -1.215 -3.440
H -5.044 0.631 -1.985
H -4.050 0.509 -3.427
H -3.543 1.558 -2.107
I 1.054 5.045 3.034
C 0.926 2.961 3.013
C 1.557 2.180 3.963
C 1.455 0.796 3.858
C 0.735 0.251 2.822
N 0.092 1.005 1.911
C 0.190 2.343 2.013
H 2.118 2.632 4.770
H 1.938 0.150 4.575
H 0.671 -0.821 2.705
H -0.351 2.930 1.291
*
```

Record 4
C15H31N6O6P2PdS | wB97M-V/def2-TZVPD

Properties
LUMO level (alpha / beta): -4.03 / -4.03 eV
E_HOMO (alpha / beta): -12.1 / -12.1 eV

Geometry as ORCA input:
```
! RIJCOSX wB97M-V def2-TZVPD def2/J DEFGRID3
* xyz 1 1
Pd -0.335 -0.243 1.260
C 1.608 -3.718 -3.362
N 1.257 -2.573 -2.531
C 0.243 -1.704 -3.117
P 1.334 -2.638 -0.895
O 1.340 -1.301 -0.275
O -0.021 -3.472 -0.449
P -1.300 -2.973 0.361
O -1.562 -1.501 0.154
N -2.602 -3.801 -0.146
C -3.415 -3.313 -1.259
C -2.669 -5.245 0.067
N -0.959 -3.368 1.902
C 0.274 -3.986 2.387
C -1.898 -2.943 2.943
N 2.533 -3.638 -0.446
C 3.770 -3.064 0.087
C 2.464 -5.091 -0.444
H 1.884 -3.360 -4.353
H 0.773 -4.420 -3.471
H 2.464 -4.241 -2.944
H 0.601 -1.325 -4.075
H 0.063 -0.858 -2.457
H -0.701 -2.236 -3.285
H -3.349 -2.231 -1.319
H -4.454 -3.592 -1.084
H -3.093 -3.754 -2.208
H -2.103 -5.520 0.955
H -2.275 -5.795 -0.792
H -3.710 -5.533 0.218
H 0.760 -4.536 1.587
H 0.020 -4.692 3.179
H 0.964 -3.239 2.784
H -2.762 -2.451 2.499
H -1.415 -2.242 3.630
H -2.242 -3.807 3.515
H 3.782 -1.988 -0.066
H 4.626 -3.506 -0.425
H 3.855 -3.259 1.159
H 1.519 -5.436 -0.859
H 2.563 -5.481 0.573
H 3.276 -5.508 -1.044
O -1.807 1.406 2.944
C -0.681 1.253 3.374
N 0.430 1.098 2.516
S 1.699 0.433 3.377
O 1.701 -0.974 3.021
O 2.901 1.188 3.262
C 0.974 0.678 4.966
C 1.542 0.471 6.207
C 0.749 0.750 7.312
C -0.556 1.221 7.164
C -1.107 1.427 5.908
C -0.314 1.151 4.806
H 2.558 0.115 6.312
H 1.150 0.605 8.306
H -1.144 1.433 8.047
H -2.115 1.796 5.781
N -0.951 1.366 0.045
H -1.844 1.710 0.385
H -1.036 1.082 -0.924
H -0.268 2.112 0.127
*
```

Record 5
C15H31NO11P2 | wB97M-V/def2-TZVPD

Properties
SMILES string: NP(O)[C@@H]1OC(=O)O[C@H]1[PH2]=O.CCOC(C)=O.CCOC(C)=O.CCOC(C)=O
LUMO level: 0.26 eV
E_HOMO: -10.0 eV

Geometry as ORCA input:
```
! RIJCOSX wB97M-V def2-TZVPD def2/J DEFGRID3
* xyz 0 1
N -2.271 0.247 -7.943
P -2.229 0.954 -6.398
O -0.984 2.037 -6.413
C -1.316 -0.443 -5.642
O -1.558 -0.585 -4.228
C -0.542 -1.403 -3.842
O -0.625 -2.391 -3.205
O 0.605 -0.880 -4.384
C 0.242 -0.515 -5.731
P 0.804 -1.873 -6.864
O 1.364 -1.396 -8.150
H -2.643 0.907 -8.618
H -1.369 -0.079 -8.292
H -1.340 2.927 -6.526
H -1.757 -1.327 -6.121
H 0.721 0.407 -6.066
H -0.345 -2.676 -7.012
H 1.724 -2.588 -6.079
C 3.515 -0.364 0.190
C 2.537 -1.389 0.727
O 1.422 -0.768 1.386
C 0.333 -0.334 0.743
C 0.331 -0.253 -0.765
O -0.610 0.040 1.396
H 3.066 0.273 -0.574
H 4.380 -0.864 -0.246
H 3.857 0.283 0.998
H 2.190 -2.073 -0.049
H 3.010 -1.991 1.497
H 0.617 0.757 -1.058
H -0.681 -0.448 -1.110
H 0.993 -0.967 -1.248
C -2.105 2.934 1.792
C -1.008 3.972 1.721
O -1.502 5.281 1.407
C -1.980 6.127 2.339
C -2.237 5.623 3.742
O -2.241 7.253 2.016
H -2.814 3.154 2.591
H -1.674 1.948 1.964
H -2.663 2.913 0.856
H -0.408 4.000 2.631
H -0.327 3.737 0.904
H -3.283 5.325 3.814
H -2.061 6.445 4.431
H -1.611 4.788 4.042
C 0.076 -4.686 6.137
C 1.338 -3.896 6.412
O 2.143 -3.738 5.239
C 1.943 -2.755 4.340
C 0.693 -1.911 4.412
O 2.752 -2.620 3.460
H -0.573 -4.174 5.427
H -0.481 -4.842 7.061
H 0.329 -5.658 5.713
H 1.127 -2.927 6.865
H 1.974 -4.439 7.109
H -0.056 -2.344 3.750
H 0.931 -0.918 4.044
H 0.275 -1.818 5.411
*
```

Record 6
C15H31NO8P | wB97M-V/def2-TZVPD

Properties
LUMO level: 2.35 eV
E_HOMO: -4.1 eV

Geometry as ORCA input:
```
! RIJCOSX wB97M-V def2-TZVPD def2/J DEFGRID3
* xyz -1 1
N -0.263 0.130 -4.784
C -0.105 1.226 -5.745
C 1.078 2.187 -5.467
C 2.192 1.695 -4.520
C 2.215 2.454 -3.191
C 0.856 2.558 -2.499
O 0.230 3.773 -2.781
P -1.147 4.002 -1.666
O -0.169 3.128 -0.439
C 0.940 2.483 -0.958
C 0.999 1.032 -0.500
O 1.116 1.032 0.916
O 0.934 -0.322 1.365
H -0.850 -0.597 -5.173
H -0.721 0.455 -3.938
H 0.045 0.744 -6.719
H -1.013 1.837 -5.835
H 0.672 3.116 -5.057
H 1.513 2.439 -6.440
H 2.045 0.627 -4.327
H 3.166 1.800 -5.009
H 2.558 3.481 -3.367
H 2.939 1.995 -2.505
H 0.214 1.724 -2.844
H -1.911 4.717 -2.660
H -0.550 5.232 -1.211
H -2.219 4.098 -0.713
H -1.641 2.719 -2.168
H 1.889 2.969 -0.650
H 1.862 0.505 -0.931
H 0.071 0.534 -0.809
H -0.038 -0.370 1.363
O -1.260 -3.039 1.118
C -1.901 -2.391 1.892
O -1.915 -1.032 1.855
C -2.669 -0.498 2.958
C -3.559 -1.644 3.438
C -2.708 -2.851 3.082
H -1.956 -0.203 3.732
H -3.192 0.383 2.598
H -3.778 -1.559 4.500
H -4.500 -1.660 2.886
H -1.960 -3.077 3.842
H -3.244 -3.770 2.859
O -0.960 -4.569 5.325
C 0.047 -4.011 4.991
O 0.104 -2.661 4.887
C 1.344 -2.251 4.267
C 2.310 -3.402 4.535
C 1.369 -4.599 4.545
H 1.160 -2.100 3.201
H 1.632 -1.305 4.717
H 3.092 -3.460 3.782
H 2.776 -3.278 5.514
H 1.208 -5.000 3.541
H 1.651 -5.426 5.194
*
```

Record order is preserved below.
E_tot: -2599.86160 -1600.44689 -3526.15334 -2578.90236 -2155.28950 -1588.09082 hartree